A 19-piece molecular cluster, C55H99N12O37S7 overall, computed with ωB97M-V with the def2-TZVPD basis set.

The geometry in XYZ format:
```
210
Properties=species:S:1:pos:R:3:forces:R:3:mulliken_charge:R:1
C 5.451310 -30.465470 -21.303670 3.04 -0.17 -0.61 0.283
H -1.566940 -33.399390 -24.553320 -0.03 0.06 0.20 -0.268
H 2.130770 -27.792900 -29.500450 -0.15 0.27 0.00 0.435
C -1.745130 -29.464680 -26.607210 0.22 0.02 -1.09 -0.780
O -2.465000 -33.542240 -22.180290 -2.73 2.71 -0.87 -0.525
O -0.996450 -26.043170 -19.827490 0.56 -1.16 1.22 -0.338
H -1.213870 -36.540760 -20.585960 0.13 0.36 0.43 0.394
H -4.725640 -35.957250 -27.863600 0.29 0.37 0.01 0.254
H 2.984380 -27.693370 -27.980010 0.28 -0.62 0.06 0.148
H 3.076220 -30.873350 -20.098800 0.59 -0.42 1.22 0.616
C -0.136520 -25.029240 -19.253060 1.37 -0.81 -0.62 -0.288
H 3.842710 -27.667370 -29.548800 0.25 -0.09 0.17 0.366
O 5.164990 -34.090170 -20.342370 0.65 -1.62 0.30 -0.425
O 3.224680 -29.863700 -14.826730 -1.45 0.45 -1.59 -0.348
C -1.019820 -34.186200 -28.968310 -0.04 -1.18 0.43 -0.237
O -3.187230 -31.813240 -33.531440 0.23 -0.36 0.60 -0.685
N 5.659800 -35.997410 -19.238490 -1.05 -2.17 2.24 -0.275
H 6.162940 -35.989910 -26.134810 0.20 -0.39 0.31 -0.017
O 2.974600 -34.776340 -26.879080 0.11 -1.72 0.30 -0.095
H 7.597000 -33.577030 -25.516940 -0.20 -0.02 0.13 0.218
C 3.054810 -29.632410 -29.117650 0.99 -1.06 1.94 0.674
O 3.578150 -30.337190 -28.222480 -0.97 0.80 -1.10 -0.460
N -0.616810 -33.532540 -27.688890 -0.04 -0.23 -0.46 2.147
H -1.503800 -35.144550 -28.780070 0.06 -0.07 0.78 0.371
N -1.467210 -32.693820 -32.333640 -0.40 -0.18 0.42 0.104
O -1.906400 -36.613620 -26.028500 -0.60 -0.19 -0.71 -0.587
H -5.081490 -35.874790 -31.256910 -0.13 -0.97 -0.39 0.387
H 3.980530 -30.882530 -13.178240 0.62 0.22 -0.60 0.322
O -4.017500 -32.137010 -20.767750 2.19 0.28 -1.76 -0.342
C 5.766470 -32.442390 -26.719580 0.80 -0.53 -0.56 -0.912
H 3.045620 -26.163960 -23.163360 0.69 0.46 -0.52 0.320
H 0.777010 -25.026750 -19.847660 0.00 0.23 -0.37 0.187
H -0.110200 -34.485610 -29.488920 -0.18 0.83 -0.54 -0.839
H -1.153050 -38.897700 -24.667280 -0.01 0.37 0.59 0.402
C -2.708080 -30.442260 -26.859630 1.24 0.49 -0.03 -0.587
C -0.742600 -35.081030 -15.320030 -0.34 -0.05 -1.28 -0.279
H 5.667910 -36.208980 -23.198340 -0.36 -0.11 -0.06 0.299
C 3.571050 -37.983200 -22.744330 -0.07 0.63 -1.03 -1.367
C 0.783790 -32.251490 -23.920270 -0.22 1.24 0.62 1.225
C -6.041480 -32.432180 -22.013460 1.49 1.00 1.50 -0.340
C -0.866060 -29.140420 -27.684940 -1.08 0.30 3.68 -0.450
H 2.609770 -38.130620 -22.252100 0.18 -0.09 0.07 0.279
H 1.353750 -35.592190 -31.828390 0.16 -0.33 -0.04 0.337
H 2.054150 -32.377860 -13.082630 -1.05 0.11 -0.36 0.444
O -4.301300 -33.867970 -25.734080 -1.18 -0.40 -0.08 -0.579
H 7.024360 -36.409920 -21.324250 0.38 -0.03 -0.27 0.429
S 3.072390 -36.204680 -27.072510 1.54 -2.08 -1.47 0.884
H 2.924340 -36.017060 -31.015910 0.22 0.06 -0.64 0.430
O -1.775990 -28.216230 -18.813220 2.81 1.42 -0.68 -0.593
C 5.466750 -36.354750 -28.140620 -0.96 -0.15 -0.06 -0.475
S -0.547390 -27.526910 -19.215720 0.22 -1.47 -2.31 1.011
H -0.590400 -39.021360 -26.197470 0.19 0.91 -0.63 0.329
H 3.455600 -33.297980 -22.098120 0.20 0.23 0.16 0.095
O -2.464010 -35.776540 -33.257730 1.72 -0.34 0.39 -0.313
C 5.857310 -35.120720 -20.182750 -0.46 3.64 -1.22 0.760
C 7.928840 -29.157930 -20.829050 -2.32 -1.35 -0.47 -0.423
H -1.916260 -33.598150 -32.307810 0.17 0.13 -0.21 -0.047
H -1.806740 -29.617430 -33.710160 -0.42 -0.42 0.09 0.344
O 2.621890 -35.863700 -23.297350 -3.90 0.97 -0.90 0.112
H 3.110790 -33.821030 -31.957960 0.17 -0.29 -0.86 0.298
N -2.696400 -31.129960 -27.984640 0.30 0.40 -2.38 -0.375
C -1.357900 -30.347830 -33.036990 0.00 -0.39 0.27 -0.865
H -0.138050 -28.362950 -27.506220 0.21 -0.03 -0.16 0.423
H 3.938220 -32.624100 -30.229220 0.62 -0.22 -0.17 0.427
H -1.356830 -35.427450 -21.930220 -0.05 -0.05 0.20 0.100
C 0.816210 -31.305530 -21.676380 0.31 -1.07 -0.30 -0.865
O -3.241740 -31.271890 -23.092450 -0.17 -2.30 1.73 -0.624
H 6.175170 -37.750380 -26.681640 -0.35 -0.05 0.74 0.318
H -0.013780 -34.261690 -13.476540 -0.25 -0.23 0.13 0.281
H 3.540380 -38.508510 -23.698900 -0.16 -0.25 -0.07 0.338
H 2.322900 -29.556130 -30.999640 -0.26 -0.38 0.04 0.207
H -3.510710 -30.741640 -26.201930 0.16 0.14 0.69 0.383
H 5.715540 -35.325920 -28.400860 0.17 0.12 0.42 0.128
C -4.055800 -35.955270 -31.616890 -0.82 2.47 -1.10 0.480
H 0.696650 -36.293840 -24.570800 0.33 0.58 0.61 -0.467
H 8.666130 -30.111090 -22.577390 -0.22 -0.40 -0.45 0.424
H 4.476980 -30.815160 -21.611600 -0.06 -0.22 0.34 0.171
O 0.081070 -35.572790 -16.405980 0.85 0.32 -0.47 -0.332
H -0.164780 -36.662780 -21.950540 0.65 0.16 0.16 0.061
O 1.681270 -33.717330 -17.179380 -0.08 -3.39 2.67 -0.282
H -5.657720 -31.473780 -19.932960 -0.70 -0.17 -0.26 0.289
C 0.302480 -25.565790 -17.879380 -1.52 1.81 0.86 -0.375
H -0.320860 -30.449120 -33.356980 0.10 -0.23 0.35 0.264
H 4.086260 -34.409990 -29.810630 0.53 0.17 -0.22 0.326
H 5.389990 -31.420250 -26.759650 -0.13 -0.30 -0.52 0.047
N 6.792030 -33.550130 -24.907520 2.70 -1.62 0.42 -0.234
H 4.395700 -38.434990 -22.193030 0.07 0.50 0.16 0.332
H -1.655200 -28.999520 -25.636680 -0.13 0.25 -0.05 0.554
C 3.558740 -27.016740 -22.718870 1.26 1.52 -0.18 -0.472
S -1.990060 -37.055990 -32.320360 0.66 -0.16 0.17 0.896
H -5.519800 -33.278000 -20.083800 -0.24 0.09 0.23 0.266
C 2.333500 -31.846810 -13.992600 1.36 0.37 0.12 -0.328
H 7.173650 -34.671220 -21.824360 -0.54 -0.17 -0.13 -0.105
H 0.914030 -32.549400 -28.610710 0.42 -0.24 -0.28 0.962
N -4.438060 -33.029130 -27.762990 -1.36 -0.71 -0.25 -0.064
O 2.541570 -36.056750 -16.637430 -1.86 2.36 0.82 -0.631
N 5.659620 -29.850790 -20.150420 -0.08 1.91 -0.02 -0.372
H -5.919370 -35.726970 -26.609680 -0.19 -0.15 -0.21 0.338
H 5.321040 -28.347520 -22.891790 -0.47 -0.14 0.42 -0.403
C 0.186440 -32.445020 -25.298030 2.91 0.63 0.26 0.837
S 1.602420 -34.960510 -16.355400 -0.33 0.64 -1.41 0.961
H -3.816600 -32.293030 -27.459580 -0.09 0.00 -0.80 0.292
H -4.682660 -33.142980 -28.736290 0.07 0.35 0.21 0.212
C -1.318260 -33.707410 -26.581230 -1.67 -0.75 -1.35 -0.705
H 6.404980 -31.150490 -23.136120 -0.05 -0.43 0.06 0.385
C 1.997880 -32.879120 -23.652930 -0.80 0.56 1.08 -0.292
C 0.946120 -32.187800 -26.477910 -1.16 -0.58 0.43 -0.779
H -1.622610 -35.720220 -15.248510 0.47 -0.47 0.27 0.320
H 4.623310 -34.890520 -23.636520 0.20 0.30 0.01 -1.113
N 2.028820 -31.920020 -21.398160 -1.62 -1.51 -3.17 1.737
H -0.161480 -29.553930 -29.535620 -0.29 -0.33 -0.74 0.314
H -0.262460 -34.992510 -25.065620 -0.35 -0.60 0.06 -0.735
O 1.834280 -37.039580 -27.111760 4.15 2.28 0.33 -0.711
H 5.850170 -37.001270 -28.929980 0.69 -0.11 0.50 0.419
C -0.939720 -29.824750 -28.837480 0.65 -0.32 -1.81 0.078
H -6.188370 -34.971280 -28.208390 0.01 -0.13 -0.03 0.473
C -0.456230 -38.379960 -25.326440 0.00 0.03 0.66 -1.307
C 0.212960 -35.051560 -14.192640 1.24 0.68 1.47 -0.307
H -3.515920 -35.345060 -30.892830 0.42 0.17 0.01 -0.373
H -4.044980 -34.285020 -33.160510 1.14 0.38 0.50 0.241
S 2.027510 -30.298630 -15.939660 0.74 -0.46 -0.72 1.062
C 0.482470 -32.765110 -27.644470 0.25 0.97 -0.46 -0.925
H -2.205020 -34.320970 -26.641320 0.05 -0.12 0.00 0.882
H 6.084870 -36.912720 -19.198310 0.34 0.38 -0.27 0.195
O -1.629390 -38.205970 -33.118590 -1.16 1.79 0.88 -0.585
H 5.648440 -26.802530 -23.548620 -0.38 0.37 -0.17 0.412
H 2.379740 -33.489090 -24.458230 0.66 -0.12 0.48 -0.173
O 4.402030 -27.944380 -24.675210 -1.79 -0.79 -0.92 -0.380
C -4.789720 -33.956360 -26.865780 2.05 -1.42 -0.35 0.811
N 1.525310 -35.006120 -20.553310 1.45 -0.65 0.39 0.327
S -3.486320 -32.483700 -22.296870 -0.99 -0.65 0.48 1.320
C -0.883610 -36.898540 -25.426620 -2.59 -2.08 -2.02 1.020
O 4.724580 -32.817580 -24.620960 -1.53 -0.25 1.19 -0.106
H 6.779820 -32.584140 -27.095250 0.48 0.97 0.23 0.515
H 0.268870 -30.817700 -20.883390 0.58 0.32 0.25 0.649
H -1.412710 -29.961320 -32.019300 0.33 0.30 0.04 0.034
H -0.521230 -32.642820 -31.983450 0.80 -0.03 0.12 0.012
C -5.442330 -35.241440 -27.461030 -0.47 0.96 1.40 -1.375
C 3.617730 -36.492540 -23.163730 1.09 -2.40 1.85 0.210
O 1.468130 -32.909770 -31.225880 -0.83 0.05 0.68 -0.900
C -0.949630 -33.163980 -25.407670 -1.32 0.14 1.25 -1.519
C -1.880310 -30.828870 -29.023420 -0.25 0.74 1.87 -0.655
O 2.774580 -30.999310 -17.002870 -2.05 1.84 2.25 -0.393
H -1.176620 -34.108990 -15.554290 0.52 0.31 -0.15 0.272
H 0.554740 -38.524310 -24.945370 0.01 0.06 0.03 0.242
O 1.346020 -31.421850 -14.899010 -1.00 1.14 -1.40 -0.242
H 8.009830 -35.207800 -20.467880 -0.20 -0.28 0.54 0.433
O 1.054980 -29.228390 -16.255870 2.61 -2.92 1.19 -0.494
C 2.430290 -33.866220 -31.107680 0.58 -0.26 0.82 0.300
H 2.022690 -35.853830 -20.785890 -0.36 0.19 -0.07 0.055
N 4.738710 -35.816530 -23.250140 2.87 0.39 -0.27 0.948
H -0.424570 -25.304280 -17.110540 -0.17 0.17 0.04 0.295
O 3.158950 -30.109910 -24.323580 -0.56 1.49 -0.54 -0.093
H -0.676300 -30.840680 -23.131520 -0.38 -0.33 0.29 0.795
H 8.806070 -28.577730 -20.583610 0.08 -0.08 -0.24 0.447
C -5.402630 -32.313970 -20.578790 -0.47 -0.24 -0.49 -0.430
H 1.258510 -25.198920 -17.505870 0.17 -0.20 -0.53 0.324
H -1.802480 -33.656350 -29.511250 0.71 0.70 -0.09 0.179
O 0.416710 -28.204840 -20.166390 -2.96 2.10 3.02 -0.308
O 2.751720 -28.093920 -22.957180 -2.22 -2.75 -0.74 -0.260
C 3.430510 -33.556060 -29.980680 -0.11 0.41 0.50 -0.838
H -6.142200 -31.455680 -22.487190 -0.71 0.01 0.17 0.307
C -3.820590 -35.346050 -33.051060 -0.63 -1.23 0.86 -0.382
O 1.896600 -28.125710 -25.367760 3.09 -1.59 2.13 -0.617
H 6.906440 -28.548390 -19.065640 -0.42 0.07 0.18 0.418
H 4.924770 -35.893780 -18.553590 -0.19 0.37 -0.22 0.174
O -3.502930 -37.224300 -31.687620 1.35 -1.32 -0.02 -0.392
C 6.565370 -30.680950 -22.176840 -0.35 1.21 -0.20 -0.284
C 2.040400 -35.379330 -31.009060 -0.33 0.57 -0.18 -1.360
H 5.343670 -33.155900 -27.426860 -1.30 0.34 0.17 -0.089
O 4.323430 -36.899290 -26.126090 -1.90 0.20 1.03 -0.219
C 5.685320 -32.963790 -25.326940 -0.39 0.87 -1.19 0.472
H 2.043770 -34.285480 -20.071660 -0.17 -0.28 0.02 -0.232
H 2.646250 -29.959450 -12.813820 -0.95 0.17 -0.43 0.335
C 7.070290 -35.371660 -20.995620 0.86 -0.04 -0.90 -1.186
H 2.407000 -31.168280 -30.320810 -0.24 -0.63 -0.55 -0.047
O 1.499710 -34.620250 -14.732380 0.30 -0.15 -2.07 -0.304
H -0.598340 -24.046090 -19.343740 -0.24 -0.33 0.47 0.348
H 3.650680 -26.731030 -21.671000 0.05 -0.87 0.18 0.367
S 2.947610 -28.692000 -24.480080 -0.90 1.14 -0.01 0.822
H 3.221080 -32.778610 -19.944920 0.80 0.75 0.06 -0.041
N -0.232170 -35.964090 -24.791390 3.39 0.26 1.67 0.725
H 3.021640 -32.498130 -14.531430 0.14 -0.04 0.02 0.244
C 2.633300 -31.868780 -20.066680 -1.40 0.15 -0.48 -1.659
H 1.570100 -35.743060 -30.095480 -0.49 0.53 0.43 0.092
O -4.990710 -33.076860 -22.718700 1.94 -0.69 -0.52 -0.266
H -4.370270 -35.756450 -33.898130 -0.44 -0.68 0.47 0.317
N 2.455730 -30.166060 -30.205640 0.40 1.19 0.49 -0.109
H -2.011560 -31.315960 -29.978370 0.05 -0.43 0.09 0.675
H 6.870790 -34.129160 -24.083740 -0.36 0.46 0.10 0.050
C -2.093890 -31.696370 -32.978470 -0.25 0.92 -1.46 0.956
C 7.788890 -30.038670 -21.951610 -0.08 1.05 1.57 -0.558
C -0.638590 -35.937910 -21.288600 -0.38 -0.34 -0.75 -0.789
C 2.576860 -32.730890 -22.367630 -1.06 0.58 -0.54 -0.023
H -6.932930 -33.056730 -21.955610 0.20 0.12 -0.50 0.303
H 1.776720 -31.968150 -19.399980 0.27 0.44 0.41 0.671
C 0.170720 -31.466770 -22.892870 1.66 -0.11 -0.87 -0.686
H 3.025930 -33.313950 -28.997930 -0.66 -0.23 0.12 0.027
H 1.836040 -31.578750 -26.537110 0.16 0.01 0.24 -0.083
O 4.088730 -36.559410 -28.347690 -3.60 0.64 -0.43 -0.333
C 0.206980 -34.837520 -20.683500 -0.70 -0.68 -0.64 0.825
O -1.021600 -36.670080 -31.291940 -2.25 0.03 -1.72 -0.252
O -0.300990 -33.778100 -20.399880 -0.37 1.02 0.65 -0.523
C 4.834720 -27.511010 -23.393630 1.19 1.09 0.35 0.399
C 6.800140 -29.103690 -19.985830 0.49 -1.62 -0.43 -0.567
O 0.294970 -26.955140 -17.962190 -0.20 -1.81 -1.15 -0.254
H 0.434970 -35.982210 -13.670440 -0.50 -0.15 -0.21 0.267
C 3.030830 -28.122000 -28.981120 -0.67 0.26 -1.08 -1.370
C 5.644880 -36.798580 -26.650320 -0.14 1.18 -1.57 0.111
C 3.039790 -30.566530 -13.629090 1.11 -0.78 1.52 -0.532
```
Positions in Å, forces in eV/Å.

Output
Strongest force on any atom   4.7 eV Å⁻¹
HOMO level   -7.66 eV
Total charge   +1